No. 1
14
Properties=species:S:1:pos:R:3:forces:R:3 method="wB97M-V/def2-TZVPD" relative_energy_kcal_mol=78.7 e_lumo_ev=0.6404 e_homo_ha=-0.3645 molar_mass_g_mol=97.1 energy_ha=-324.59909 gap_ev=10.560 total_charge=0
C -1.5537 1.7416 1.0836 1.6 -2.7 -1.0
C -0.9509 0.7495 0.8013 -1.3 -0.2 0.2
C 1.2382 0.1108 0.1847 0.0 -3.0 1.2
C -0.8264 -1.1059 -0.8730 -0.5 0.6 -0.1
C -0.2612 -0.4688 0.4506 1.1 4.3 -5.1
N 2.0627 -0.6233 0.8166 -0.4 0.6 -0.8
O 1.7325 1.0953 -0.6593 -3.3 -0.3 -0.6
H -1.9422 2.5640 1.4654 -1.7 3.3 1.2
H -0.2664 -1.1480 1.2114 0.6 -1.7 1.9
H -0.3843 -2.0459 -1.0989 1.1 -0.6 -0.1
H -0.9164 -0.5321 -1.8335 0.7 0.1 1.2
H -1.8360 -1.4097 -0.7060 -1.0 0.1 0.5
H 2.9305 -0.3478 0.4010 1.6 0.1 0.4
H 0.9737 1.4204 -1.2439 1.4 -0.4 1.1



No. 2
47
Properties=species:S:1:pos:R:3:forces:R:3 method="wB97M-V/def2-TZVPD" relative_energy_kcal_mol=19.5 e_lumo_ev=-0.8972 e_homo_ha=-0.3586 molar_mass_g_mol=726.7 energy_ha=-6582.69259 smiles="C#CN1C(=O)c2ccc([C@H](F)CC)c(F)c2C1=O.ClC(Cl)Cl.ClC(Cl)Cl.ClC(Cl)Cl.ClC(Cl)Cl" gap_ev=8.861 total_charge=0
C 4.8078 -3.3109 3.2447 -0.6 -0.3 0.1
C 4.7703 -2.8487 2.1358 1.0 0.2 -0.8
N 4.6626 -2.3662 0.8178 0.4 -1.2 1.4
C 4.8723 -0.9276 0.6981 -2.2 0.0 0.7
O 5.9109 -0.3772 0.5462 -0.2 -0.1 0.1
C 3.4395 -0.3793 0.8651 -2.1 0.5 -0.2
C 2.9627 0.9393 1.0642 -0.4 -2.5 0.5
C 1.5465 1.1316 1.2297 0.5 -1.4 0.3
C 0.5925 0.0654 1.1998 1.0 0.6 0.1
C -0.8787 0.4601 1.4410 0.1 0.4 -1.1
F -1.0993 0.6209 2.8232 0.0 -0.5 -0.7
C -1.9356 -0.4412 0.7570 0.3 -0.4 0.8
C -1.6973 -0.6620 -0.7785 -0.8 0.1 0.3
C 1.0824 -1.2510 0.9514 0.6 1.0 0.2
F 0.2425 -2.2995 0.9048 0.6 0.5 0.0
C 2.4594 -1.4438 0.7931 1.6 -0.1 -0.3
C 3.2665 -2.7302 0.5155 -0.9 1.4 -0.2
O 2.9401 -3.7961 0.1107 0.0 0.2 0.2
H 4.6396 -3.8163 4.1900 0.4 0.5 -0.6
H 3.6962 1.7454 1.0921 -0.2 -0.7 0.6
H 1.1858 2.1592 1.3867 0.0 -0.8 0.0
H -1.0040 1.4821 1.0043 0.2 -0.6 0.3
H -2.9266 0.0041 0.9856 0.7 -0.3 -0.3
H -1.9009 -1.4416 1.2457 -0.2 0.8 -0.2
H -0.8102 -0.1147 -1.1666 -0.6 -0.4 0.2
H -1.6188 -1.7550 -0.9669 0.3 0.8 0.0
H -2.6097 -0.3291 -1.3249 0.8 -0.1 0.2
C -6.2801 -1.3262 1.7950 0.0 0.1 0.0
Cl -6.5235 -0.4336 0.2920 0.2 0.1 0.2
Cl -4.6018 -1.8591 1.9350 -0.3 -0.1 0.1
Cl -6.7374 -0.3393 3.1866 0.0 -0.1 0.0
H -6.9165 -2.2044 1.7764 0.0 0.1 0.0
C 2.0227 4.5587 -0.7095 0.2 0.1 -0.3
Cl 0.6479 4.1902 -1.7562 0.0 -0.1 0.1
Cl 2.8345 3.0457 -0.2050 -0.8 2.8 -1.2
Cl 3.1236 5.6808 -1.5136 -0.2 0.2 0.2
H 1.6502 5.0479 0.1836 0.0 -0.1 0.0
C 5.8863 2.9351 -3.6336 -0.1 0.0 0.0
Cl 4.7818 3.0901 -2.2626 0.7 -0.4 -0.6
Cl 5.5342 1.4693 -4.5546 0.0 0.0 0.0
Cl 5.7905 4.3616 -4.6738 0.0 0.0 0.0
H 6.8978 2.8610 -3.2504 -0.1 0.0 0.0
C -9.0514 -1.8458 -2.4737 0.1 -0.1 0.0
Cl -8.6799 -2.5640 -0.9012 -0.3 -0.2 -0.2
Cl -8.0514 -0.4190 -2.7684 -0.1 0.0 0.0
Cl -8.8343 -3.0307 -3.7639 0.0 0.1 0.1
H -10.0901 -1.5361 -2.4676 0.1 0.0 0.0



No. 3
16
Properties=species:S:1:pos:R:3:forces:R:3 method="wB97M-V/def2-TZVPD" relative_energy_kcal_mol=46.9 e_lumo_ev=0.8935 e_homo_ha=-0.3576 molar_mass_g_mol=103.1 energy_ha=-363.01075 smiles="CCC=O.NC=O" gap_ev=10.623 total_charge=0
C -2.3250 -0.4831 -0.3633 -0.2 -0.4 0.3
C -0.5614 0.4405 -1.2615 0.2 0.5 -0.1
O -0.3806 1.5828 -0.8947 -0.1 -0.2 -0.4
C -0.7612 -0.7151 -0.3569 -0.5 0.2 0.0
C 2.1285 0.0381 -0.2220 0.3 -0.1 -0.1
O 2.6620 -0.9287 -0.7295 0.0 0.2 0.3
N 2.4249 0.5867 0.9864 0.2 0.1 0.0
H -2.6269 -0.2473 0.6534 -0.2 -0.3 0.0
H -2.8473 -1.3401 -0.7742 -0.2 -0.2 0.3
H -2.6621 0.3874 -0.9582 0.4 -0.4 0.2
H -0.7567 0.1784 -2.3193 0.1 0.3 -0.1
H 1.3115 0.5902 -0.6754 0.5 -0.1 -0.1
H -0.3204 -0.5928 0.6406 -0.3 0.2 -0.3
H -0.4123 -1.6762 -0.7660 -0.4 0.4 -0.1
H 3.3296 0.4029 1.3866 0.0 -0.1 0.2
H 1.9603 1.4534 1.2241 0.2 -0.2 -0.1